*a*
DFT (ωB97M-V/def2-TZVPD) results for C7H9N5 in the gas phase.

Summary:
HOMO-LUMO gap ... 7.469 eV
E_HOMO ... -7.685 eV
Spin multiplicity ... 1
Total charge ... 0
Lowest unoccupied orbital energy ... -0.22 eV

Atoms and positions in Å:
C (1.014, -0.101, 0.012)
C (-2.166, 0.258, 1.050)
C (-4.512, -0.999, 0.566)
C (-3.367, -1.485, -0.066)
C (2.385, 1.311, -1.474)
C (3.487, 0.121, 0.515)
C (2.146, 0.741, -0.111)
N (0.002, -0.688, -0.003)
N (-1.033, -1.361, -0.192)
N (-3.332, 0.650, 1.510)
N (-4.478, 0.020, 1.454)
N (-2.193, -0.945, 0.329)
H (-5.519, -1.361, 0.231)
H (-3.286, -2.231, -0.928)
H (1.467, 1.601, -2.072)
H (3.037, 0.681, -2.059)
H (3.034, 2.290, -1.459)
H (3.259, -0.569, 1.390)
H (3.992, 0.933, 0.855)
H (4.126, -0.422, -0.131)
H (1.937, 1.559, 0.584)



*b*
DFT (ωB97M-V/def2-TZVPD) results for a 2-piece molecular cluster, C7H9N5 overall.

Summary:
HOMO-LUMO gap ... 7.842 eV
E_HOMO ... -7.975 eV
Spin multiplicity ... 1
SMILES ... C#C/C=N\N=C.Nc1cn[nH]c1
Total charge ... 0
Lowest unoccupied orbital energy ... -0.13 eV

Atoms and positions in Å:
C (-3.245, -2.124, 0.048)
C (-2.307, -1.373, 0.139)
C (-1.207, -0.502, 0.321)
N (-1.062, 0.761, 0.111)
N (-2.282, 1.349, -0.222)
C (-2.335, 2.635, -0.301)
H (-4.127, -2.717, -0.109)
H (-0.290, -0.934, 0.725)
H (-3.327, 3.059, -0.546)
H (-1.426, 3.233, -0.387)
N (1.824, -2.093, -0.497)
C (2.039, -0.748, -0.181)
C (2.411, 0.355, -0.993)
N (2.343, 1.495, -0.322)
N (2.017, 1.119, 0.917)
C (1.892, -0.228, 1.068)
H (1.651, -2.247, -1.478)
H (1.108, -2.559, 0.067)
H (2.701, 0.365, -2.021)
H (1.866, 1.824, 1.612)
H (1.753, -0.669, 2.048)



Which structure is the least stable? The one labeled *a*.



*a*
DFT (ωB97M-V/def2-TZVPD) results for C12H18N2O4S as an isolated structure.

Summary:
HOMO-LUMO gap ... 7.757 eV
E_HOMO ... -8.628 eV
Spin multiplicity ... 1
Total charge ... 0
Lowest unoccupied orbital energy ... -0.87 eV

Atoms and positions in Å:
C (-7.360, -0.246, 0.861)
C (-6.325, 0.559, -0.116)
C (-4.882, 0.147, -0.072)
C (-4.047, 0.851, -0.947)
C (-2.665, 0.128, -1.162)
H (-2.174, 0.793, -1.691)
H (-2.830, -0.857, -1.187)
C (-1.967, 0.365, 0.208)
C (-0.590, -0.116, 0.072)
C (0.554, 0.665, -0.046)
N (1.728, 0.463, -0.189)
C (1.921, -0.909, -0.285)
N (1.087, -2.102, -0.114)
C (-0.276, -1.472, 0.227)
O (-1.119, -2.460, 0.228)
H (1.206, -2.943, 0.141)
S (3.728, -1.640, -0.329)
C (4.312, 0.134, -0.615)
C (3.852, 1.342, 0.161)
O (3.455, 2.407, -0.001)
O (3.735, 0.844, 1.415)
H (3.349, 1.656, 2.239)
H (4.147, 0.574, -1.676)
H (5.359, 0.177, -0.345)
O (0.371, 2.209, -0.312)
H (1.327, 2.468, -0.232)
H (-2.440, -0.495, 1.040)
H (-1.896, 1.527, 0.680)
H (-4.597, 0.896, -1.819)
H (-4.017, 1.866, -0.465)
H (-5.002, -0.875, -0.422)
H (-4.735, 0.063, 0.866)
H (-6.800, 0.563, -1.125)
H (-6.525, 1.488, 0.177)
H (-7.124, -0.259, 1.818)
H (-8.388, 0.333, 0.748)
H (-7.383, -1.284, 0.300)



*b*
DFT (ωB97M-V/def2-TZVPD) results for C12H18N2O4S in the gas phase.

Summary:
HOMO-LUMO gap ... 9.829 eV
E_HOMO ... -9.165 eV
Spin multiplicity ... 1
SMILES ... COCCCNC(=O)c1ccccc1NS(C)(=O)=O
Total charge ... 0
Lowest unoccupied orbital energy ... 0.66 eV

Atoms and positions in Å:
C (2.449, -0.802, 0.689)
O (2.267, -0.052, 1.874)
C (1.678, -0.771, 2.939)
C (0.160, -0.953, 2.821)
C (-0.575, 0.391, 2.830)
N (-0.250, 1.140, 1.638)
C (-1.065, 1.146, 0.570)
O (-2.246, 0.810, 0.628)
C (-0.412, 1.567, -0.702)
C (0.606, 2.514, -0.746)
C (1.266, 2.776, -1.932)
C (0.934, 2.075, -3.082)
C (-0.085, 1.142, -3.059)
C (-0.782, 0.909, -1.881)
N (-1.828, -0.040, -1.874)
S (-1.202, -1.587, -1.694)
C (-2.721, -2.553, -1.632)
O (-0.514, -1.698, -0.432)
O (-0.451, -1.922, -2.863)
H (2.940, -0.137, -0.019)
H (3.092, -1.669, 0.880)
H (1.502, -1.146, 0.265)
H (1.909, -0.183, 3.834)
H (2.159, -1.754, 3.033)
H (-0.081, -1.475, 1.893)
H (-0.179, -1.561, 3.661)
H (-0.287, 0.979, 3.708)
H (-1.657, 0.236, 2.837)
H (0.747, 1.239, 1.484)
H (0.872, 3.056, 0.150)
H (2.050, 3.518, -1.958)
H (1.469, 2.262, -4.001)
H (-0.357, 0.582, -3.939)
H (-2.410, 0.148, -1.050)
H (-3.253, -2.273, -0.733)
H (-2.457, -3.603, -1.614)
H (-3.287, -2.312, -2.522)



Which structure is the least stable? The one labeled *a*.



*a*
DFT (ωB97M-V/def2-TZVPD) results for a 4-piece molecular cluster, C2H11O3S overall.

Summary:
HOMO-LUMO gap ... 6.701 eV
E_HOMO ... -3.143 eV
Spin multiplicity ... 1
Total charge ... -1
Lowest unoccupied orbital energy ... 3.56 eV

Atoms and positions in Å:
C (-0.623, -1.495, -0.805)
C (-0.438, -0.567, -1.997)
S (0.979, 0.579, -1.854)
H (-1.276, -1.135, -0.012)
H (0.346, -1.763, -0.365)
H (-0.935, -2.512, -1.090)
H (-1.327, 0.069, -1.981)
H (-0.374, -1.142, -2.918)
H (-1.611, 0.252, 2.538)
H (-1.365, 1.600, 1.964)
O (-2.031, 0.870, 1.922)
H (2.164, -0.347, -0.199)
H (2.232, 0.071, 1.207)
O (2.446, -0.696, 0.680)
H (1.091, 1.786, 1.528)
H (0.397, 2.153, 0.213)
O (0.325, 2.277, 1.168)



*b*
DFT (ωB97M-V/def2-TZVPD) results for a 4-piece molecular cluster, C2H11O3S overall.

Summary:
HOMO-LUMO gap ... 7.086 eV
E_HOMO ... -3.361 eV
Spin multiplicity ... 1
Total charge ... -1
Lowest unoccupied orbital energy ... 3.73 eV

Atoms and positions in Å:
C (-0.372, -1.581, 1.509)
C (0.455, -1.326, 0.156)
S (-0.223, 0.073, -0.649)
H (-0.646, -0.694, 2.166)
H (-1.278, -2.255, 1.356)
H (0.330, -2.134, 2.173)
H (1.511, -1.402, 0.514)
H (0.244, -2.312, -0.427)
H (-0.818, 1.883, 1.025)
H (-0.713, 3.482, 1.330)
O (-1.256, 2.714, 1.359)
H (-0.170, -1.979, -3.708)
H (-0.519, -1.385, -2.324)
O (-0.716, -2.170, -2.921)
H (1.602, 1.269, 0.538)
H (2.978, 1.778, 0.908)
O (2.041, 1.960, 1.167)



Which structure is the least stable? The one labeled *b*.



*a*
DFT (ωB97M-V/def2-TZVPD) results for C11H16ClN in the gas phase.

Summary:
HOMO-LUMO gap ... 10.066 eV
E_HOMO ... -9.363 eV
Spin multiplicity ... 1
SMILES ... CC(C)(C)[C@](C)(Cl)c1ccccn1
Total charge ... 0
Lowest unoccupied orbital energy ... 0.70 eV

Atoms and positions in Å:
C (1.088, -1.602, -0.246)
C (1.201, -0.114, 0.191)
C (2.611, 0.513, 0.196)
C (0.723, -0.053, 1.631)
C (0.168, 0.811, -0.624)
C (0.404, 0.744, -2.161)
Cl (0.509, 2.505, -0.125)
C (-1.288, 0.639, -0.278)
C (-2.039, 1.427, 0.622)
C (-3.421, 1.130, 0.818)
C (-4.030, 0.080, 0.157)
C (-3.137, -0.769, -0.573)
N (-1.854, -0.496, -0.786)
H (0.401, -1.783, -1.046)
H (0.820, -2.310, 0.601)
H (2.063, -1.897, -0.456)
H (2.828, 0.829, 1.163)
H (3.333, -0.283, -0.379)
H (2.744, 1.326, -0.446)
H (0.458, 0.946, 1.992)
H (-0.365, -0.386, 1.710)
H (1.392, -0.666, 2.282)
H (1.425, 1.124, -2.565)
H (-0.308, 1.428, -2.537)
H (0.406, -0.307, -2.426)
H (-1.502, 2.162, 1.146)
H (-3.865, 1.922, 1.429)
H (-5.030, 0.140, 0.140)
H (-3.682, -1.571, -1.168)



*b*
DFT (ωB97M-V/def2-TZVPD) results for C11H16ClN in the gas phase.

Summary:
HOMO-LUMO gap ... 9.793 eV
E_HOMO ... -8.879 eV
Spin multiplicity ... 1
SMILES ... CCCCNCc1cccc(Cl)c1
Total charge ... 0
Lowest unoccupied orbital energy ... 0.91 eV

Atoms and positions in Å:
C (3.622, -1.505, 0.610)
C (2.328, -1.868, -0.145)
C (1.342, -0.671, -0.095)
C (1.775, 0.658, -0.713)
N (0.730, 1.704, -0.432)
C (-0.532, 1.529, -1.151)
C (-1.650, 0.890, -0.362)
C (-1.697, 1.142, 0.984)
C (-2.723, 0.723, 1.797)
C (-3.738, -0.036, 1.293)
C (-3.624, -0.389, -0.046)
Cl (-4.923, -1.360, -0.730)
C (-2.646, 0.121, -0.921)
H (4.104, -0.654, 0.180)
H (3.390, -1.250, 1.618)
H (4.379, -2.355, 0.753)
H (2.512, -2.147, -1.207)
H (1.859, -2.737, 0.323)
H (0.430, -1.025, -0.595)
H (1.199, -0.445, 0.967)
H (2.009, 0.569, -1.788)
H (2.767, 0.948, -0.335)
H (1.126, 2.614, -0.592)
H (-0.854, 2.517, -1.591)
H (-0.454, 0.891, -2.115)
H (-0.927, 1.722, 1.433)
H (-2.720, 1.017, 2.822)
H (-4.472, -0.420, 2.029)
H (-2.609, -0.183, -1.990)



Which structure is the least stable? The one labeled *a*.